ORCA calculation (ωB97M-V with the def2-TZVPD basis set) on an isolated molecule of C4H7NO at a distorted geometry.

Calculated values
ΔE to the lowest compared entry with this formula, charge and spin ... 453.77 kJ/mol
E_HOMO ... -8.620 eV

The geometry in ORCA input format:
```
! wB97M-V def2-TZVPD RIJCOSX def2/J DEFGRID3
* xyz 0 1
H 0.00179 2.16632 1.79069
H 1.38006 1.25527 -0.57195
H -0.82653 1.43277 0.36395
C -0.39702 1.24714 1.36516
C -0.07758 -0.27467 -0.95983
H 0.35107 -0.67540 1.34418
H -0.71762 -1.71659 -2.54624
C -0.10831 -1.49806 -1.68433
O -0.81020 -1.34005 -0.43032
C 0.81561 0.40259 -0.21600
H -1.21244 0.80396 1.92234
H 0.83060 -2.03241 -1.56078
N 0.69184 0.27441 1.16933
*
```

Atom charges from the Mulliken analysis, given in e for atoms 1 to 4: 0.27 0.33 0.29 -0.78



ORCA calculation (ωB97M-V with the def2-TZVPD basis set) on an isolated molecule of C4H7NO.

Calculated values
ΔE to the lowest compared entry with this formula, charge and spin ... 440.76 kJ/mol
E_HOMO ... -9.143 eV

The geometry in ORCA input format:
```
! wB97M-V def2-TZVPD RIJCOSX def2/J DEFGRID3
* xyz 0 1
C 0.72116 -0.60728 0.81958
H 0.79240 1.88898 -0.23173
C -0.48887 -0.91115 -1.25510
H 1.80980 -0.54359 0.67942
H -0.48815 1.64046 -1.43424
C -0.15911 1.38006 -0.42383
H -0.98480 -0.38900 -2.09547
H 0.51975 -1.70689 0.81219
C 0.30782 -0.37269 2.19245
H -0.72365 0.04157 2.16138
N 0.00674 -0.05353 -0.32338
O -0.40737 -2.12263 -1.18909
H -0.90571 1.75569 0.28781
*
```

Atom charges from the Mulliken analysis, given in e for atoms 1 to 4: -0.48 0.31 0.21 0.37



ORCA calculation (ωB97M-V with the def2-TZVPD basis set) on an isolated molecule of C4H7NO.

Calculated values
ΔE to the lowest compared entry with this formula, charge and spin ... 231.24 kJ/mol
E_HOMO ... -9.682 eV

The geometry in ORCA input format:
```
! wB97M-V def2-TZVPD RIJCOSX def2/J DEFGRID3
* xyz 0 1
N 0.37156 -0.58613 0.06506
C -1.97800 -0.26025 0.74542
H -0.66270 1.29399 0.12503
C -0.58318 0.33094 0.65686
H 2.52970 -0.70584 0.11300
H 1.86457 1.00246 0.17164
H 0.39927 0.58794 -1.78355
H -0.24542 0.54998 1.68044
H 0.99176 -1.14397 -1.92942
C 0.82238 -0.28545 -1.28412
C 1.70274 -0.03789 -0.11597
H -2.03406 -1.36465 0.65222
O -2.96320 0.41584 0.92272
*
```

Atom charges from the Mulliken analysis, given in e for atoms 1 to 4: -0.33 -0.06 0.30 -0.33



E_LUMO? In order: 0.87, -0.44, 1.08 eV.